[1]
Here is 3 unconnected molecules or ions with the total composition C20H55N7O5P2S from the Open Molecules 2025 dataset. Energies are from ωB97M-V/def2-TZVPD.

```
! wB97M-V def2-TZVPD RIJCOSX def2/J DEFGRID3
* xyz 0 1
C 4.60084 -0.63012 -1.10171
C 4.40211 0.60954 -0.10592
C 3.35205 1.56044 -0.84443
C 2.98000 2.81133 0.04631
N 1.53052 3.13552 0.08017
O 1.07113 3.00469 -1.23915
S -0.57611 2.73170 -1.31070
O -1.00158 3.32070 -2.63109
O -0.92452 1.09328 -1.47363
C -1.85185 0.66126 -0.43921
C -0.97199 -0.11478 0.64693
C -0.51178 -1.49964 -0.01220
C 0.92841 -1.40613 -0.66120
H 4.59491 -1.60407 -0.54414
H 3.75371 -0.63406 -1.84097
H 5.53928 -0.50368 -1.70813
H 3.97499 0.29826 0.88388
H 5.37244 1.14998 0.06661
H 2.47276 0.89093 -1.06743
H 3.74584 1.88202 -1.84858
H 3.41273 2.70194 1.08213
H 3.48392 3.72796 -0.38132
H 1.02921 2.52428 0.73265
H -2.34435 1.57608 -0.01500
H -2.65668 -0.00680 -0.83517
H -1.54532 -0.32621 1.58237
H -0.07328 0.54696 0.80854
H -0.52299 -2.26652 0.80949
H -1.22301 -1.75483 -0.84019
H 0.93335 -0.64273 -1.48121
H 1.70981 -1.20743 0.11967
H 1.18154 -2.38933 -1.15286
O 4.12671 0.20161 4.00457
P 4.20889 -0.91190 5.06599
N 3.39843 -2.01860 4.04264
C 2.30285 -2.91387 4.34110
C 4.27448 -2.64692 3.05231
N 3.16126 -0.04860 6.15450
C 1.71798 -0.02439 5.95071
C 3.60353 1.33013 6.40155
N 4.33954 -2.21126 6.29673
C 3.38591 -2.46805 7.36193
C 5.69174 -2.19185 6.88760
H 2.62341 -3.80377 4.90084
H 1.84005 -3.26556 3.41338
H 1.49726 -2.42495 4.88056
H 4.85182 -3.46679 3.50194
H 4.98120 -1.92234 2.64050
H 3.70465 -3.03990 2.20763
H 1.44448 0.20903 4.91465
H 1.24287 0.71294 6.60356
H 1.26006 -0.96946 6.24062
H 3.30331 2.00511 5.59134
H 4.69157 1.38171 6.49168
H 3.18150 1.70851 7.33571
H 3.34738 -1.66325 8.10370
H 3.66885 -3.38426 7.88849
H 2.38174 -2.65076 6.98517
H 5.82481 -1.32138 7.54453
H 6.44893 -2.13540 6.09812
H 5.89323 -3.09854 7.46221
O -5.28321 2.10081 -3.17840
P -5.54767 1.37032 -4.50784
N -5.66943 -0.18081 -3.78686
C -5.10617 -1.43996 -4.21923
C -6.96161 -0.42189 -3.14807
N -3.97742 1.74853 -5.14976
C -2.80349 0.96994 -4.78543
C -3.62534 3.16927 -5.01065
N -6.01937 0.70680 -6.10791
C -5.10417 0.23736 -7.13341
C -6.99530 1.61166 -6.74454
H -5.65760 -1.88435 -5.06002
H -5.12922 -2.16505 -3.39906
H -4.05624 -1.35986 -4.48447
H -7.72581 -0.68995 -3.89132
H -7.30268 0.47054 -2.61848
H -6.89588 -1.22031 -2.40603
H -2.73045 0.81290 -3.70359
H -1.88434 1.45697 -5.12082
H -2.79145 0.00623 -5.29522
H -3.25983 3.39784 -4.00412
H -4.49100 3.80873 -5.20553
H -2.84885 3.44826 -5.72688
H -4.49317 1.03995 -7.55992
H -5.67569 -0.20899 -7.95289
H -4.44910 -0.55373 -6.77476
H -6.51407 2.54045 -7.08068
H -7.78279 1.88045 -6.03226
H -7.48321 1.14003 -7.60062
*
```

Lowest unoccupied orbital energy (eV): -1.581
Frontier orbital gap (eV): 6.26
Calculated total energy (eV): -71702.5029

***

[2]
Here is 6 unconnected molecules or ions with the total composition C20H57N5O6 from the Open Molecules 2025 dataset. Energies are from ωB97M-V/def2-TZVPD.

```
! wB97M-V def2-TZVPD RIJCOSX def2/J DEFGRID3
* xyz -1 2
C 1.71600 -3.59502 -5.68269
C 0.64643 -2.50907 -5.24332
C 0.61028 -2.32087 -3.65654
O 0.15594 -3.59744 -3.08449
C 0.43839 -3.75529 -1.71256
N 0.71271 -1.34375 -5.96713
H 1.17606 -4.25121 -6.36531
H 1.94717 -4.34836 -4.92959
H 2.64982 -3.22652 -6.10728
H -0.36825 -2.79990 -5.51526
H 0.12957 -1.39753 -3.33334
H 1.66741 -2.20396 -3.41799
H 1.38295 -3.40932 -1.29277
H 0.37338 -4.78303 -1.35528
H -0.28251 -3.09877 -1.22534
H 0.02537 -0.71391 -5.57857
H 0.57764 -1.45081 -6.96231
C 3.01390 0.83724 -2.06784
C 2.20634 1.95430 -2.71344
C 0.75612 1.99876 -2.31539
O -0.09010 2.71921 -3.28910
C -0.23974 4.09395 -3.08063
N 2.84622 3.24908 -2.51629
H 4.07893 0.87770 -2.29628
H 2.62025 -0.15457 -2.29020
H 2.92675 0.84404 -0.98135
H 2.16749 1.73490 -3.78043
H 0.59315 2.38875 -1.31067
H 0.46625 0.95838 -2.46265
H -0.96001 4.48673 -3.79831
H 0.70242 4.64049 -3.03904
H -0.82826 4.12427 -2.16366
H 3.74881 3.29312 -2.96736
H 2.91300 3.50829 -1.54240
C -2.38299 -0.01790 0.03264
C -3.33265 1.09240 -0.05101
C -2.64919 2.44123 -0.26527
O -1.87801 2.59868 0.85835
C -1.61274 3.87596 1.30046
N -4.27494 0.76269 -1.14009
H -1.62262 -0.08715 -0.74527
H -2.87964 -0.98596 -0.03293
H -1.80892 -0.00629 0.95914
H -3.99080 1.16132 0.81513
H -3.27642 3.32223 -0.40137
H -2.10352 2.24988 -1.18923
H -2.59844 4.27867 1.53351
H -1.06510 4.48371 0.58017
H -0.94144 3.92814 2.15762
H -4.83464 1.60316 -1.11901
H -4.94070 0.08980 -0.78781
C -3.07632 -3.51767 3.19492
C -1.82692 -2.62235 3.65629
C -0.57392 -3.09652 2.92824
O 0.58895 -2.35033 3.13618
C 1.07191 -2.27753 4.41397
N -2.10960 -1.19483 3.46424
H -3.38642 -3.50015 2.15010
H -3.88157 -3.27220 3.88732
H -2.84228 -4.56875 3.36390
H -1.66455 -2.75566 4.72586
H -0.78399 -3.02536 1.86104
H -0.50061 -4.15414 3.18150
H 1.33973 -3.27996 4.74790
H 0.29910 -1.93653 5.10286
H 1.92031 -1.64562 4.67665
H -1.17757 -0.80810 3.42101
H -2.53682 -1.05307 2.56009
C 2.37743 2.17423 1.46995
C 2.26358 1.04348 2.54510
C 0.84307 0.99828 3.17842
O 0.85918 1.97577 4.24716
C -0.43099 2.24265 4.79003
N 2.55045 -0.18363 1.86634
H 3.38397 2.25401 1.05932
H 2.37333 3.14628 1.96313
H 1.67256 2.15408 0.63877
H 3.06348 1.31068 3.23566
H 0.57551 0.00393 3.53589
H 0.06442 1.27855 2.46903
H -1.05852 1.40298 5.08877
H -1.13467 2.55331 4.01774
H -0.37961 3.07597 5.49076
H 3.52777 -0.42064 1.77279
H 2.18262 -0.77220 2.60009
O 0.54819 -0.99170 0.01958
H 0.33822 -1.37688 0.87033
H 1.23349 -0.35079 0.20887
*
```

Lowest unoccupied orbital energy (spin up / spin down) (eV): 2.635 / 2.533
Relative energy (zero: lowest compared OMol25 entry of this formula, charge and spin) (kcal per mole): 26.2
Frontier orbital gap (spin up / spin down) (eV): 1.76 / 9.39
<S²>: 0.750
Calculated total energy (eV): -41393.2806

***

[3]
Here is 4 unconnected molecules or ions with the total composition C20H58BBrFN9O5P3 from the Open Molecules 2025 dataset. Energies are from ωB97M-V/def2-TZVPD.

```
! wB97M-V def2-TZVPD RIJCOSX def2/J DEFGRID3
* xyz -1 1
F 0.78282 -2.99312 5.76324
B -0.04343 -1.95816 6.31604
O -0.89756 -2.50061 7.41128
C -2.09994 -2.83224 6.75593
C -2.27739 -1.61434 5.85274
Br -2.65822 -0.01274 7.02009
O -1.05838 -1.56115 5.25626
H 0.70743 -1.06678 6.68637
H -2.88881 -3.05380 7.47712
H -1.89999 -3.67312 6.07462
H -3.05221 -1.65436 5.08693
O -1.61855 3.05050 5.08762
P -1.33182 4.47191 4.84422
N 0.27488 4.67049 4.33615
C 1.37452 4.31515 5.22906
C 0.45959 4.01852 3.03735
N -1.57489 5.23896 6.40393
C -0.49364 5.62456 7.28823
C -2.64119 4.58408 7.15588
N -2.07007 5.59762 3.88921
C -1.40785 6.77948 3.37898
C -3.51401 5.55022 3.75050
H 2.31096 4.44098 4.68149
H 1.31962 3.27888 5.58335
H 1.42744 4.97514 6.08263
H -0.31271 4.33721 2.33475
H 0.41029 2.92681 3.11500
H 1.42498 4.30076 2.61157
H 0.10098 4.77688 7.65363
H -0.91951 6.13103 8.15921
H 0.16954 6.34467 6.80701
H -2.31306 3.65868 7.64308
H -3.47406 4.32454 6.50319
H -3.01506 5.27705 7.91531
H -0.67239 7.16838 4.08114
H -2.16323 7.55126 3.21958
H -0.90265 6.59747 2.42547
H -4.00658 6.25365 4.43319
H -3.88410 4.54895 3.97632
H -3.81944 5.78327 2.72751
O -0.14572 2.22243 -0.24623
P 0.75458 1.46252 -1.17917
N 2.29027 2.02491 -0.61015
C 2.52267 3.44903 -0.44799
C 2.67924 1.30701 0.60671
N 0.10985 2.22355 -2.67024
C 0.64564 3.48088 -3.13606
C -1.34334 2.21256 -2.74233
N 1.58122 0.33003 -2.13808
C 2.95301 0.42494 -2.60001
C 0.79453 -0.72461 -2.75486
H 3.51987 3.60799 -0.03045
H 1.80173 3.93682 0.21874
H 2.51851 3.96973 -1.40346
H 2.57755 0.22862 0.46020
H 2.06516 1.58870 1.46984
H 3.72662 1.51296 0.83580
H 0.48099 4.31489 -2.43510
H 0.16268 3.73861 -4.08306
H 1.71483 3.40420 -3.34489
H -1.81301 2.99183 -2.12613
H -1.74144 1.25342 -2.40658
H -1.65158 2.35264 -3.78272
H 3.23922 1.45136 -2.81247
H 3.02298 -0.15192 -3.52618
H 3.67519 0.01278 -1.89061
H 0.55097 -0.47777 -3.79644
H -0.14428 -0.87173 -2.21743
H 1.32374 -1.68108 -2.73286
O 2.09022 -6.00907 -6.66527
P 0.87011 -5.81142 -5.85782
N 0.93230 -6.72580 -4.43255
C 0.96832 -8.18339 -4.49351
C 2.01596 -6.23648 -3.57450
N -0.42790 -6.37974 -6.89478
C -1.07647 -7.66676 -6.73648
C -0.15116 -6.11865 -8.30065
N 0.16371 -4.44403 -5.28710
C -0.71721 -4.40069 -4.13355
C 0.20611 -3.23926 -6.10003
H 1.08065 -8.56507 -3.47755
H 1.80054 -8.56556 -5.09800
H 0.04397 -8.59236 -4.87273
H 1.95185 -5.15326 -3.46139
H 3.00419 -6.47752 -3.98175
H 1.92118 -6.67942 -2.58254
H -0.40538 -8.52183 -6.89639
H -1.88778 -7.74115 -7.46527
H -1.53835 -7.75579 -5.75327
H 0.53298 -6.85264 -8.74492
H 0.29917 -5.13534 -8.43280
H -1.09293 -6.12992 -8.85528
H -1.32552 -5.29800 -4.04081
H -1.39701 -3.55355 -4.22906
H -0.15187 -4.27235 -3.20651
H -0.72034 -3.11262 -6.67180
H 1.03432 -3.27566 -6.80962
H 0.35237 -2.35462 -5.47707
*
```

Lowest unoccupied orbital energy (eV): 1.404
Relative energy (zero: lowest compared OMol25 entry of this formula, charge and spin) (kcal per mole): 0.0
Frontier orbital gap (eV): 6.50
Calculated total energy (eV): -146635.5330

***

[4]
Here is 9 unconnected molecules or ions with the total composition C20H58N19O16P2S from the Open Molecules 2025 dataset. Energies are from ωB97M-V/def2-TZVPD.

```
! wB97M-V def2-TZVPD RIJCOSX def2/J DEFGRID3
* xyz -1 1
C 5.39942 -4.83490 3.97327
C 5.03049 -3.40162 3.56206
S 6.41326 -2.26627 3.82013
C 5.96500 -0.89430 2.66994
N 6.03103 0.44404 3.20911
C 4.87226 0.98862 3.93424
C 3.60791 0.92133 3.01213
C 2.65654 -0.29336 3.08281
C 1.43459 -0.19579 3.99698
C 0.63501 1.10149 3.81723
N -0.80821 0.81025 3.94899
C -1.22516 0.74027 5.35676
C -1.55077 1.87283 3.31082
C -2.55765 1.43257 2.29461
O -1.33855 3.02495 3.56671
C 5.08241 2.58363 4.08160
O 4.90652 3.20738 3.02215
O 5.34535 3.03363 5.21464
P 4.59541 0.35337 5.66202
O 5.70438 0.41861 6.61442
O 3.34532 1.20171 6.23012
O 4.02234 -1.16117 5.59596
P 7.57590 1.06687 3.45341
N 7.93153 2.25746 2.53007
O 7.87795 1.41283 4.96166
O 8.54626 -0.19865 3.19668
H 6.30073 -4.85008 4.57880
H 4.58763 -5.23761 4.57852
H 5.47855 -5.48773 3.10938
H 4.77065 -3.38787 2.50354
H 4.14225 -3.06155 4.08816
H 5.00848 -1.12338 2.21367
H 6.70329 -0.96467 1.87485
H 3.04842 1.84697 3.08553
H 4.04234 0.91876 2.01572
H 3.18951 -1.21749 3.29008
H 2.25144 -0.42661 2.07432
H 1.65314 -0.40127 5.04147
H 0.75481 -0.99264 3.68912
H 0.94406 1.87095 4.52767
H 0.77529 1.41126 2.78274
H -0.80498 1.57769 5.92145
H -2.31170 0.76252 5.40515
H -0.87893 -0.19336 5.79349
H -2.60975 2.16118 1.49076
H -3.52921 1.26924 2.75569
H -2.23770 0.48784 1.86971
H 2.97291 1.76967 5.54451
H 3.60996 -1.35072 6.44768
H 7.14904 2.56733 1.97022
H 8.05349 2.35912 5.03381
H 9.27981 -0.09954 3.81574
C -3.89790 -0.30789 -0.84808
O -3.65419 -0.61448 0.30721
N -2.91427 -0.01996 -1.73989
N -5.18403 -0.22451 -1.33416
H -3.08263 0.24322 -2.69183
H -1.96150 -0.08231 -1.39424
H -5.93084 -0.42191 -0.69442
H -5.40913 0.03633 -2.27574
C -5.93178 -4.34033 -2.31650
O -6.28349 -5.50987 -2.31005
N -5.10217 -3.81402 -1.36846
N -6.34648 -3.45340 -3.27178
H -4.80845 -2.85271 -1.36211
H -4.77072 -4.42892 -0.64828
H -6.95981 -3.79895 -3.98495
H -6.06657 -2.49126 -3.28726
C 0.70791 -0.85387 -2.04849
O -0.25275 -1.08677 -1.32201
N 1.02068 -1.59918 -3.13625
N 1.55265 0.19497 -1.80636
H 1.80531 -1.40603 -3.73805
H 0.42693 -2.37795 -3.34930
H 1.36233 0.76489 -1.00352
H 2.34563 0.40205 -2.38315
C 1.63122 -0.86690 -6.71589
O 2.26750 -1.32687 -5.77650
N 1.69069 -1.42137 -7.96476
N 0.82244 0.21922 -6.60044
H 1.17689 -1.06792 -8.74915
H 2.27778 -2.22468 -8.08354
H 0.74044 0.65498 -5.69448
H 0.29992 0.59869 -7.37329
C -1.24333 2.85686 -8.46859
O -1.43941 1.65860 -8.60482
N -0.67272 3.36760 -7.34012
N -1.56930 3.76734 -9.43547
H -0.47922 4.33992 -7.19353
H -0.42649 2.71523 -6.61450
H -1.98818 3.41425 -10.27474
H -1.41667 4.75281 -9.34264
C 2.23005 3.09512 -4.70093
O 1.09692 2.63621 -4.64715
N 2.78839 3.52320 -5.87155
N 3.01528 3.21059 -3.59390
H 3.71489 3.89856 -5.93820
H 2.23427 3.43818 -6.70340
H 2.62341 2.91282 -2.71983
H 3.94617 3.58130 -3.60808
C -7.43624 2.48438 -0.45188
O -7.30902 2.30598 -1.65184
N -6.36636 2.66190 0.37795
N -8.66220 2.51341 0.15796
H -6.44616 2.80610 1.36620
H -5.45343 2.63575 -0.03740
H -9.46676 2.38299 -0.42491
H -8.78908 2.65540 1.14134
C -8.60783 -4.29362 1.61354
O -9.45610 -4.40010 2.48272
N -8.48375 -5.18225 0.58511
N -7.69822 -3.26748 1.59519
H -7.78978 -5.11018 -0.13944
H -9.12306 -5.95303 0.56022
H -7.75007 -2.59558 2.33644
H -6.98967 -3.16835 0.89173
*
```

Lowest unoccupied orbital energy (eV): 1.206
Relative energy (zero: lowest compared OMol25 entry of this formula, charge and spin) (kcal per mole): 0.0
Frontier orbital gap (eV): 6.52
Calculated total energy (eV): -112180.4197

***

- calculated total energy of number 1 (C20H55N7O5P2S)?
  -71702.5029 eV

***

- Among the records above, which one has the lowest calculated total energy?
  C20H58BBrFN9O5P3

***

- Which of these has the highest calculated total energy?
  C20H57N5O6